Record 1
This record from OMol25 describes a single C11H7NS molecule in a non-equilibrium geometry. The level of theory is ωB97M-V/def2-TZVPD.

Structure (XYZ):
```
20
Properties=species:S:1:pos:R:3:forces:R:3
C 4.85538 1.06476 0.03216 -0.676 0.386 -0.122
C 2.90032 0.06935 -0.09394 0.374 -1.743 0.808
C 3.73222 -1.02863 -0.01741 -1.020 -1.090 -0.417
C 1.48238 -0.06392 -0.00852 -0.584 0.851 -0.106
C 0.27955 -0.00425 0.07905 -0.481 0.096 -0.404
C -1.17643 0.02049 0.03677 -0.007 -0.217 0.173
C -1.87214 -1.19986 -0.01971 0.832 -0.235 0.464
C -3.25596 -1.27718 0.06015 0.175 -0.182 -0.882
C -4.00152 -0.12177 -0.04919 1.909 1.053 0.365
C -3.31302 1.11656 -0.05748 -1.582 -1.080 -0.043
C -1.95163 1.19962 0.05567 0.563 0.585 -0.093
H 5.49862 1.93192 0.14851 0.255 -0.459 -0.197
H 3.46364 -2.09130 0.02119 -0.036 0.683 -0.121
H -1.29071 -2.12991 -0.07685 -0.233 0.473 0.134
H -3.69037 -2.26894 0.04738 -0.233 0.113 0.102
H -5.04856 -0.08857 -0.09047 -1.284 -0.275 -0.043
H -3.94884 1.99026 -0.15394 0.369 0.191 0.143
H -1.56980 2.22764 0.12867 0.462 -0.767 -0.096
N 3.56470 1.24623 -0.03803 0.477 0.754 0.020
S 5.34217 -0.59251 -0.00402 0.718 0.862 0.314
```
Forces are in eV/Å.

Values from the calculation:
gap between HOMO and LUMO = 8.6470 eV
2S+1 = 1
LUMO level = 0.401 eV
structure (SMILES) = C(#Cc1cscn1)c1ccccc1
E = -23843.7928 eV
relative energy (zero: lowest compared OMol25 entry of this formula, charge and spin) = 0.335 eV


Record 2
This record from OMol25 describes 30 unconnected molecules or ions with the total composition C11H81O35P in a non-equilibrium geometry. The level of theory is ωB97M-V/def2-TZVPD.

Structure (XYZ):
```
128
Properties=species:S:1:pos:R:3:forces:R:3
C -0.49144 -4.31566 -0.04043 0.171 1.356 -0.473
C -0.23437 -2.67197 0.13170 -0.627 -0.672 -1.146
C 1.14461 -2.20050 -0.61739 0.200 -1.177 0.726
C 1.83155 -0.83367 -0.00694 -0.529 -1.140 0.402
C 0.80065 0.41603 0.21807 -0.681 0.535 -0.201
C -0.06691 0.38328 1.60555 -1.398 0.848 -0.028
C -1.71800 0.33537 1.33877 0.358 0.017 1.063
C -2.37217 1.80859 1.04333 -0.758 -1.204 1.277
O -2.08835 2.32511 -0.30452 -0.619 -1.272 1.022
C -2.66886 1.48446 -1.36290 -0.005 -0.205 -0.673
C 2.64779 -1.29638 1.37075 -0.798 -0.099 -1.062
P 3.65254 0.10882 2.18313 5.134 -1.222 2.959
O 4.87223 -0.58958 2.97244 -4.734 2.744 -2.944
O 2.66140 1.03641 3.29732 0.308 -2.972 -1.972
O 4.38843 1.23124 1.07099 -2.984 -1.057 2.330
O 2.92198 -0.47358 -0.97410 -2.560 1.743 -2.149
C 2.38441 0.28422 -2.11246 -1.486 -1.761 -4.046
O 1.88619 -0.21487 -3.24603 3.061 2.678 7.217
H -0.49401 -4.50844 -1.21843 0.039 0.184 2.928
H -1.56550 -4.55737 0.39944 2.315 0.349 -0.888
H 0.35912 -4.90445 0.51087 -1.867 1.008 -1.187
H -1.12989 -2.17138 -0.47664 1.936 -0.830 1.879
H -0.25887 -2.43263 1.27716 -0.005 -0.175 -2.270
H 1.93474 -3.07705 -0.43696 -1.477 1.953 -0.436
H 0.97433 -2.17346 -1.78332 0.344 0.359 2.413
H 0.00345 0.44017 -0.67036 1.853 -0.189 1.783
H 1.33447 1.48302 0.17883 -0.753 -2.474 0.026
H 0.10453 1.41605 2.17817 -0.150 -2.409 -1.060
H 0.14962 -0.52062 2.31615 -0.107 1.770 -1.434
H -2.17247 -0.04376 2.37176 0.746 0.915 -2.277
H -2.02189 -0.45878 0.53476 0.680 1.664 1.517
H -2.04062 2.57082 1.89682 -0.407 -1.420 -2.252
H -3.54964 1.68967 1.18664 2.272 0.223 -0.431
H -3.38539 2.16983 -1.99915 1.637 -1.400 1.186
H -1.77588 1.08410 -2.03689 -1.934 0.842 1.282
H -3.30163 0.57080 -0.96789 1.673 2.124 -0.540
H 1.92372 -1.78022 2.18273 1.508 1.251 -1.783
H 3.39578 -2.14785 1.05586 -1.173 1.982 0.712
H 2.04762 0.33070 3.70795 1.271 1.672 -0.743
H 3.81675 2.03982 0.91885 0.587 -0.765 -0.154
H 2.45811 1.47267 -2.03438 0.116 -2.615 0.261
O 1.29172 2.71058 -4.01336 0.339 0.138 -0.057
H 2.13429 3.07044 -3.69797 -0.139 0.100 0.421
H 1.32974 1.77451 -3.76573 -0.090 -0.147 -0.267
O 3.49497 3.62670 4.79786 -0.129 -0.088 -0.201
H 2.59843 3.57645 5.16200 0.328 0.039 -0.141
H 3.48943 2.98378 4.07287 -0.271 0.007 0.356
O 4.09667 3.69538 -2.76361 0.092 0.255 -0.209
H 4.35147 4.27798 -3.49474 -0.069 -0.186 -0.018
H 4.52129 4.09305 -1.98865 0.081 -0.139 0.179
O -4.48786 -0.63855 2.99713 -0.519 0.029 0.170
H -4.94448 0.04179 3.51436 0.170 -0.108 -0.092
H -4.66432 -1.45881 3.48192 0.211 -0.003 -0.065
O 6.60684 2.54009 -4.26182 -0.038 -0.328 0.064
H 5.71030 2.48984 -3.89768 0.012 0.083 -0.159
H 6.60129 1.89717 -4.98681 -0.030 0.353 0.237
O -7.41018 0.35497 2.17597 0.414 -0.741 0.419
H -8.11066 0.05184 1.57903 0.141 0.339 -0.022
H -6.62460 -0.12880 1.87961 0.006 0.206 0.068
O -8.55501 1.81890 0.46752 -0.248 0.672 -0.277
H -8.30022 2.40150 -0.26362 0.029 -0.223 0.141
H -8.13040 2.21657 1.24247 -0.078 -0.269 -0.274
O -3.44259 -1.99722 -0.37929 -0.564 -0.041 0.036
H -4.33912 -2.04746 -0.01515 0.284 0.145 -0.093
H -3.44813 -2.64013 -1.10429 0.042 -0.266 0.035
O -6.38414 2.81853 -1.15286 0.329 0.064 -0.287
H -6.09332 3.22045 -1.98520 -0.086 -0.079 0.261
H -5.62827 2.27850 -0.87713 -0.172 0.120 -0.032
O -8.21569 -2.19420 3.04547 -0.265 -0.354 0.147
H -7.79430 -1.34264 3.23566 -0.145 0.165 -0.081
H -9.07233 -2.13689 3.49479 0.250 0.048 -0.307
O 0.59586 -7.17350 0.99254 0.232 -0.419 0.176
H 1.26773 -7.74535 0.59196 -0.247 0.184 0.116
H 0.35377 -7.63408 1.81000 0.013 0.034 -0.238
O 3.29684 4.03721 0.20052 -0.642 -0.219 0.061
H 3.94833 4.54493 0.70715 0.087 -0.051 -0.067
H 3.11699 4.59294 -0.57266 -0.053 -0.265 0.298
O 5.66379 5.03613 -0.03604 0.389 0.506 -0.754
H 6.46095 5.54168 -0.25481 -0.218 -0.287 0.073
H 6.00586 4.20129 0.31754 0.049 0.356 -0.071
O 5.96633 -1.00820 -0.85017 0.039 0.362 -0.156
H 5.46012 -0.39297 -0.29867 0.145 -0.110 -0.130
H 6.30826 -0.45290 -1.56690 -0.115 -0.206 0.266
O -7.85181 -1.96901 5.81954 -0.420 -0.211 0.126
H -8.74834 -2.01925 6.18368 0.370 0.060 0.031
H -7.85735 -2.61192 5.09454 0.150 0.182 0.097
O 7.83456 3.85656 -1.16854 0.339 -0.347 -0.305
H 7.51435 3.81692 -2.08221 0.058 -0.091 0.140
H 8.53850 3.19132 -1.13824 -0.216 0.250 0.004
O -3.03795 4.88726 0.36819 -0.526 0.000 0.017
H -2.84255 4.01050 0.00486 0.158 -0.091 -0.150
H -4.00271 4.89334 0.45870 0.360 0.118 0.033
O 3.73161 2.73118 -5.69551 -0.103 -0.240 -0.020
H 2.83508 2.68094 -5.33137 0.080 -0.127 -0.269
H 3.72607 2.08826 -6.42051 0.147 0.130 0.111
O 5.41941 4.21578 2.36734 -0.414 -0.448 0.631
H 4.96279 4.89612 2.88457 0.157 -0.157 -0.013
H 5.24295 3.39552 2.85213 0.223 0.262 -0.053
O -0.81041 -5.00543 -3.22325 -0.159 -0.359 -0.601
H -1.13062 -5.04506 -4.13692 0.180 0.112 0.176
H -0.10647 -5.67067 -3.19295 -0.189 0.178 0.112
O 1.23294 5.01214 -6.45484 -0.336 -0.243 0.045
H 0.36951 4.83506 -6.85738 0.324 0.088 0.169
H 1.28100 4.38417 -5.71841 -0.084 0.120 -0.186
O -4.98351 0.45449 -2.16752 -1.091 -0.645 -0.402
H -4.78811 -0.42226 -2.53085 0.073 0.226 0.148
H -5.94827 0.46057 -2.07701 0.119 0.058 -0.107
O 4.76221 0.35642 -7.92563 0.402 0.026 -0.165
H 5.05303 0.75834 -8.75797 -0.150 -0.092 0.264
H 5.51808 -0.18360 -7.64990 -0.309 0.152 -0.041
O 6.52541 0.86632 5.60583 -0.114 0.320 -0.313
H 6.32462 0.43443 4.76200 -0.096 -0.058 0.119
H 6.24124 1.78314 5.47290 0.078 -0.329 0.125
O -1.92981 -7.81923 2.74085 -0.249 0.015 -0.255
H -2.80598 -8.19322 2.56382 0.290 0.100 0.114
H -1.84493 -7.10464 2.09189 0.033 -0.154 0.155
O -4.18799 -3.78775 2.98214 -0.329 0.306 -0.298
H -5.13815 -3.85908 2.80609 0.230 -0.089 0.077
H -3.83291 -3.36867 2.18385 0.067 -0.109 0.145
O -0.09765 -10.38932 2.97850 0.267 0.405 0.123
H 0.75122 -10.06320 3.31310 -0.295 -0.225 -0.051
H -0.70544 -9.64807 3.12037 0.021 -0.063 -0.098
O 0.04030 4.54436 1.58965 0.090 -0.494 -0.222
H -0.66018 4.24123 0.99272 0.063 0.273 0.133
H 0.82588 4.06059 1.29330 -0.059 0.259 0.045
O -3.62949 -4.37270 -2.10224 -0.238 -0.228 -0.423
H -4.32997 -4.67584 -2.69918 0.160 0.164 0.274
H -2.84392 -4.85648 -2.39860 0.218 0.161 0.193
```
Forces are in eV/Å.

Values from the calculation:
gap between HOMO and LUMO = 9.5470 eV
2S+1 = 1
LUMO level = -0.513 eV
E = -93669.1884 eV


The highest gap between HOMO and LUMO belongs to which entry? C11H81O35P